Entry from the Open Molecules 2025 dataset: a cluster of 3 separate species, C16H22BF10O6 in total (ωB97M-V/def2-TZVPD).

* HOMO-LUMO gap: 6.821 eV
* total charge: -1
* DFT total energy: -57087.5660 eV

Geometry as XYZ:
```
55
Properties=species:S:1:pos:R:3:forces:R:3
C -5.92134 3.10917 2.68455 -0.104 -0.021 -0.058
C -5.11777 1.82802 2.79642 0.144 0.079 0.108
F -5.54396 1.20467 4.03652 -0.001 -0.043 -0.106
B -5.23841 0.82294 1.52408 0.002 -0.106 -0.042
C -3.99519 -0.27805 1.49137 -0.017 -0.016 0.106
C -2.93403 -0.03121 0.40564 0.130 0.028 0.103
C -3.29457 -0.63627 -0.92037 0.097 0.092 -0.071
F -3.27305 -1.99783 -0.86010 -0.015 -0.317 0.053
F -4.52723 -0.30036 -1.35885 -0.248 0.148 -0.055
C -2.30995 -0.26650 -2.06988 0.038 -0.150 -0.215
F -1.88511 1.00149 -1.94549 -0.021 0.320 -0.007
F -1.21191 -1.06568 -2.01004 0.178 -0.106 0.138
C -2.86653 -0.43227 -3.50987 -0.110 -0.017 0.053
F -3.74155 0.54722 -3.79465 0.097 -0.029 0.068
F -3.48762 -1.62497 -3.61562 -0.023 0.147 -0.080
C -1.76127 -0.40216 -4.61846 0.036 -0.123 0.106
F -2.29344 -0.01312 -5.77730 -0.079 -0.037 -0.098
F -0.76338 0.43427 -4.32862 -0.039 0.082 0.040
F -1.24335 -1.61976 -4.78999 0.062 -0.020 -0.006
H -5.48999 3.74310 1.90395 -0.014 -0.046 0.054
H -5.93594 3.66808 3.62770 0.006 -0.020 -0.042
H -6.95216 2.88267 2.39016 0.065 0.020 0.057
H -4.06819 2.08833 3.01934 -0.064 0.043 -0.093
H -6.33154 0.26220 1.57696 -0.021 0.055 -0.001
H -5.21300 1.52811 0.50696 0.066 0.001 0.057
H -3.46032 -0.23052 2.45023 -0.037 -0.054 -0.057
H -4.34107 -1.31626 1.41161 0.003 0.072 -0.014
H -1.95286 -0.46726 0.64593 -0.069 0.070 0.033
H -2.79818 1.04459 0.26759 -0.007 -0.068 -0.027
C 1.66952 -3.12430 -1.32861 -0.091 -0.056 0.016
C 1.92303 -1.93073 -0.44868 0.029 0.092 -0.048
C 3.12466 -2.03217 0.47278 0.036 -0.021 -0.009
O 2.71591 -1.26174 1.60507 0.001 -0.009 0.040
C 1.35584 -1.24536 1.64171 -0.011 0.033 0.021
O 0.71449 -0.83301 2.55079 0.056 -0.029 -0.064
O 0.85546 -1.76135 0.49780 -0.088 0.041 0.065
H 0.82538 -2.94345 -1.99217 0.001 0.005 0.011
H 2.55376 -3.33235 -1.93335 -0.002 0.007 -0.013
H 1.44506 -3.99784 -0.71550 0.049 -0.008 -0.002
H 1.97635 -1.01243 -1.04178 -0.011 -0.007 -0.023
H 4.03892 -1.61070 0.06494 -0.011 -0.022 0.005
H 3.30685 -3.06362 0.78566 0.019 0.005 0.006
C 5.38639 2.12448 1.70647 -0.039 0.001 -0.033
C 6.50749 1.30853 1.12122 0.062 -0.017 0.022
C 6.73086 1.46549 -0.37398 -0.073 -0.009 -0.024
O 7.16586 0.16023 -0.77174 -0.019 -0.019 0.004
C 6.69959 -0.73438 0.13337 -0.085 0.077 0.017
O 6.70527 -1.91386 -0.01117 0.071 -0.035 -0.053
O 6.20265 -0.09622 1.21170 0.025 -0.066 0.032
H 5.30672 1.96450 2.77986 -0.001 -0.016 -0.004
H 5.56985 3.18516 1.52726 -0.002 0.005 0.015
H 4.43776 1.84708 1.24621 0.004 0.015 -0.007
H 7.44335 1.46643 1.66486 -0.014 0.033 0.008
H 7.49427 2.19144 -0.63899 0.026 -0.015 0.019
H 5.79764 1.69751 -0.89355 0.013 0.031 -0.008
```
Forces are in eV/Å.